324
Properties=species:S:1:pos:R:3:lowdin_charge:R:1 method="wB97M-V/def2-TZVPD" e_above_lowest_kj_mol=0.0 e_tot_ha=-5788.3223 orbital_gap_ev=8.97 e_homo_ev=-8.44 lumo_energy_ha=0.019 multiplicity=1
C -3.29 -0.76 -4.94 -0.059
C -3.95 -1.71 -3.96 -0.535
C -3.69 -1.33 -2.51 -0.030
O -5.28 -1.96 -4.26 -0.026
H -2.22 -0.74 -4.68 0.079
H -3.75 0.23 -4.82 0.075
H -3.38 -1.02 -6.00 0.087
H -3.43 -2.65 -4.15 0.125
H -4.21 -2.03 -1.87 0.066
H -4.05 -0.33 -2.26 0.069
H -2.63 -1.40 -2.33 0.072
H -5.74 -1.12 -4.09 0.100
C -5.90 3.98 -2.43 -0.047
C -5.31 2.84 -1.62 -0.505
C -3.81 2.95 -1.48 -0.053
O -5.95 2.86 -0.36 -0.067
H -6.97 3.82 -2.39 0.077
H -5.55 3.96 -3.47 0.082
H -5.69 4.92 -1.92 0.084
H -5.47 1.89 -2.15 0.126
H -3.53 3.86 -0.94 0.088
H -3.35 3.05 -2.47 0.068
H -3.38 2.07 -0.99 0.054
H -5.69 2.16 0.24 0.040
C 3.31 -2.86 3.20 -0.042
C 3.16 -4.42 3.44 -0.458
C 2.56 -4.64 4.83 -0.056
O 2.30 -4.96 2.46 -0.099
H 3.87 -2.36 4.00 0.072
H 2.30 -2.43 3.19 0.063
H 3.77 -2.58 2.24 0.062
H 4.16 -4.90 3.48 0.135
H 3.15 -4.09 5.57 0.080
H 2.32 -5.65 5.14 0.066
H 1.58 -4.14 4.87 0.079
H 2.55 -4.85 1.51 0.056
C 0.36 3.44 3.48 -0.046
C -0.66 4.28 2.67 -0.448
C 0.12 4.71 1.38 -0.045
O -1.81 3.46 2.55 -0.061
H 0.56 2.51 2.95 0.056
H -0.03 3.10 4.45 0.067
H 1.28 4.01 3.59 0.078
H -0.98 5.15 3.23 0.131
H 0.63 3.87 0.91 0.049
H 0.89 5.36 1.81 0.080
H -0.46 5.27 0.64 0.071
H -2.58 3.91 2.21 0.088
C -0.93 2.53 -4.73 -0.049
C -1.17 2.91 -6.21 -0.494
C -1.95 1.86 -7.00 -0.061
O -1.87 4.13 -6.22 -0.038
H -1.90 2.41 -4.24 0.063
H -0.37 3.28 -4.18 0.073
H -0.40 1.57 -4.67 0.072
H -0.20 2.96 -6.72 0.121
H -2.08 2.20 -8.03 0.077
H -2.94 1.69 -6.60 0.068
H -1.43 0.91 -7.01 0.078
H -2.05 4.33 -7.14 0.086
C 4.38 2.75 5.64 -0.025
C 4.40 1.33 4.94 -0.472
C 3.31 1.09 3.92 -0.041
O 5.63 1.09 4.24 -0.069
H 4.53 3.44 4.82 0.070
H 5.16 2.86 6.40 0.071
H 3.44 2.83 6.17 0.056
H 4.34 0.58 5.75 0.129
H 3.48 0.14 3.41 0.073
H 3.33 1.94 3.22 0.059
H 2.39 1.11 4.48 0.067
H 6.42 1.34 4.74 0.089
C 0.37 -8.04 3.82 -0.050
C -0.32 -7.09 2.82 -0.539
C -1.75 -7.54 2.68 -0.074
O -0.43 -5.75 3.11 -0.037
H 0.25 -9.05 3.43 0.074
H -0.16 -7.99 4.77 0.080
H 1.45 -7.92 3.96 0.069
H 0.13 -7.38 1.85 0.128
H -1.80 -8.59 2.38 0.079
H -2.29 -6.95 1.92 0.069
H -2.24 -7.38 3.64 0.082
H 0.39 -5.25 3.00 0.050
C 6.83 4.25 -5.91 -0.078
O 5.62 4.95 -5.55 -0.257
C 5.73 5.84 -4.41 -0.173
C 6.16 5.07 -3.21 -0.221
N 5.77 5.91 -2.11 -0.086
C 6.40 5.69 -0.83 -0.178
C 5.91 4.38 -0.14 -0.211
O 4.54 4.57 0.27 -0.183
C 4.22 3.43 1.13 -0.085
H 7.58 4.97 -6.27 0.090
H 6.57 3.56 -6.71 0.083
H 7.29 3.73 -5.08 0.078
H 4.72 6.25 -4.28 0.129
H 6.45 6.58 -4.77 0.128
H 7.26 4.96 -3.20 0.131
H 5.71 4.07 -3.21 0.103
H 4.76 5.83 -1.99 0.079
H 6.16 6.49 -0.13 0.119
H 7.48 5.64 -1.03 0.120
H 6.58 4.13 0.69 0.121
H 5.99 3.61 -0.92 0.105
H 4.24 2.50 0.56 0.077
H 3.22 3.58 1.54 0.068
H 4.93 3.38 1.96 0.081
C -7.69 -5.00 -1.07 -0.109
O -6.55 -5.35 -1.82 -0.202
C -6.74 -5.14 -3.24 -0.212
C -5.44 -5.62 -3.87 -0.224
N -5.29 -7.05 -3.61 -0.060
C -4.03 -7.64 -4.07 -0.184
C -2.81 -7.19 -3.22 -0.198
O -3.07 -7.41 -1.81 -0.221
C -2.68 -8.68 -1.33 -0.102
H -8.34 -4.31 -1.62 0.088
H -7.39 -4.50 -0.16 0.072
H -8.22 -5.90 -0.74 0.089
H -6.84 -4.08 -3.48 0.107
H -7.63 -5.67 -3.62 0.131
H -4.68 -4.96 -3.41 0.103
H -5.41 -5.42 -4.94 0.122
H -5.43 -7.15 -2.61 0.098
H -3.92 -7.40 -5.14 0.123
H -4.18 -8.71 -3.93 0.103
H -2.64 -6.12 -3.38 0.104
H -1.95 -7.76 -3.59 0.106
H -1.60 -8.82 -1.48 0.079
H -3.24 -9.47 -1.84 0.088
H -2.97 -8.65 -0.29 0.082
C 0.07 0.33 13.18 -0.118
O 0.36 0.05 11.85 -0.181
C 0.32 1.14 10.99 -0.253
C 0.58 0.63 9.60 -0.241
N 0.61 1.70 8.66 -0.076
C 0.68 1.39 7.24 -0.191
C -0.67 1.07 6.66 -0.270
O -0.45 0.61 5.36 -0.200
C -1.69 0.30 4.72 -0.070
H 0.08 -0.59 13.74 0.080
H -0.95 0.76 13.29 0.089
H 0.77 1.08 13.61 0.096
H 1.06 1.91 11.25 0.133
H -0.67 1.64 11.00 0.129
H -0.13 -0.16 9.34 0.122
H 1.60 0.22 9.56 0.131
H -0.19 2.28 8.85 0.097
H 1.35 0.55 7.15 0.123
H 1.10 2.25 6.71 0.110
H -1.32 1.96 6.70 0.118
H -1.24 0.30 7.22 0.121
H -1.49 -0.08 3.72 0.076
H -2.30 1.22 4.70 0.085
H -2.24 -0.44 5.33 0.080
C 0.03 -2.79 -2.61 -0.069
O 1.36 -3.32 -2.78 -0.228
C 2.36 -2.58 -2.06 -0.170
C 2.48 -2.96 -0.58 -0.164
N 2.81 -4.36 -0.26 -0.054
C 4.17 -4.74 -0.60 -0.207
C 4.44 -6.14 -0.18 -0.225
O 5.79 -6.34 -0.63 -0.175
C 6.04 -7.72 -0.50 -0.117
H -0.38 -2.93 -1.61 0.064
H -0.62 -3.38 -3.25 0.090
H 0.01 -1.70 -2.86 0.095
H 2.17 -1.49 -2.10 0.113
H 3.26 -2.86 -2.63 0.119
H 1.52 -2.75 -0.11 0.087
H 3.22 -2.35 -0.04 0.116
H 2.22 -4.96 -0.80 0.072
H 4.84 -4.08 -0.03 0.136
H 4.37 -4.58 -1.66 0.112
H 3.72 -6.89 -0.59 0.127
H 4.26 -6.12 0.90 0.122
H 5.91 -8.03 0.55 0.095
H 7.03 -7.90 -0.90 0.086
H 5.32 -8.23 -1.16 0.084
C -10.19 2.82 2.61 -0.144
O -9.11 3.47 3.19 -0.203
C -8.56 4.43 2.30 -0.214
C -7.15 4.68 2.89 -0.215
N -6.14 3.72 2.58 -0.046
C -6.32 2.34 2.96 -0.216
C -5.11 1.51 2.86 -0.167
O -4.89 1.12 1.45 -0.235
C -3.70 0.35 1.30 -0.078
H -11.01 3.49 2.31 0.090
H -10.60 2.09 3.28 0.083
H -9.94 2.32 1.67 0.084
H -9.14 5.37 2.31 0.125
H -8.54 4.01 1.28 0.124
H -7.36 4.81 3.96 0.121
H -6.91 5.70 2.54 0.113
H -6.11 3.78 1.55 0.090
H -7.10 1.90 2.30 0.135
H -6.80 2.34 3.93 0.120
H -5.32 0.60 3.42 0.096
H -4.15 1.91 3.22 0.112
H -3.75 -0.56 1.92 0.071
H -2.85 0.96 1.61 0.077
H -3.75 0.12 0.25 0.073
C -3.31 -4.10 -0.19 -0.090
O -2.16 -3.36 0.20 -0.225
C -2.04 -3.22 1.63 -0.197
C -0.68 -2.57 1.87 -0.220
N -0.67 -1.23 1.35 -0.021
C 0.59 -0.52 1.61 -0.195
C 0.58 0.77 0.84 -0.213
O 0.56 0.41 -0.54 -0.212
C 0.15 1.49 -1.35 -0.096
H -3.24 -5.12 0.20 0.086
H -3.30 -4.12 -1.28 0.072
H -4.22 -3.55 0.12 0.086
H -2.17 -4.20 2.12 0.107
H -2.83 -2.56 2.02 0.090
H 0.04 -3.29 1.45 0.105
H -0.57 -2.58 2.96 0.125
H -0.87 -1.32 0.35 0.103
H 1.46 -1.13 1.32 0.095
H 0.70 -0.38 2.69 0.109
H 1.50 1.35 1.04 0.118
H -0.35 1.31 1.08 0.114
H 0.87 2.33 -1.23 0.087
H -0.87 1.86 -1.11 0.089
H 0.10 1.10 -2.36 0.067
C -0.18 -5.89 -1.02 -0.062
O 1.00 -6.16 -1.75 -0.227
C 0.86 -6.99 -2.88 -0.206
C 2.14 -6.90 -3.69 -0.215
N 2.22 -5.65 -4.41 -0.051
C 3.55 -5.39 -4.85 -0.231
C 3.55 -4.10 -5.68 -0.214
O 4.92 -3.87 -6.02 -0.202
C 5.08 -2.70 -6.82 -0.104
H -0.96 -5.52 -1.70 0.082
H 0.09 -5.15 -0.26 0.083
H -0.51 -6.79 -0.48 0.087
H 0.05 -6.63 -3.52 0.115
H 0.75 -8.05 -2.61 0.125
H 2.18 -7.72 -4.43 0.125
H 3.03 -7.05 -3.04 0.117
H 1.92 -4.88 -3.81 0.079
H 3.96 -6.14 -5.55 0.127
H 4.31 -5.30 -4.06 0.116
H 3.12 -3.30 -5.05 0.113
H 2.93 -4.20 -6.58 0.127
H 4.66 -1.85 -6.28 0.077
H 4.59 -2.84 -7.80 0.092
H 6.14 -2.58 -6.93 0.078
C 9.01 10.40 -2.46 -0.118
O 7.67 10.53 -2.02 -0.199
C 6.80 9.53 -2.55 -0.240
C 5.47 9.65 -1.85 -0.219
N 4.53 8.69 -2.44 -0.054
C 3.36 8.49 -1.57 -0.197
C 2.40 7.42 -2.07 -0.219
O 2.92 6.17 -1.72 -0.233
C 2.14 5.11 -2.17 -0.104
H 9.47 11.30 -2.06 0.083
H 9.10 10.36 -3.55 0.087
H 9.44 9.46 -2.05 0.091
H 7.25 8.53 -2.35 0.119
H 6.65 9.62 -3.63 0.126
H 5.11 10.67 -2.00 0.124
H 5.58 9.49 -0.76 0.120
H 5.02 7.80 -2.49 0.050
H 2.84 9.45 -1.44 0.120
H 3.69 8.18 -0.56 0.121
H 2.26 7.49 -3.17 0.131
H 1.39 7.54 -1.65 0.123
H 1.17 5.12 -1.65 0.085
H 2.67 4.17 -2.00 0.081
H 1.92 5.13 -3.24 0.092
C 3.77 1.07 -2.13 -0.101
O 3.02 1.48 -3.26 -0.210
C 3.83 1.84 -4.38 -0.200
C 2.95 2.35 -5.49 -0.236
N 3.75 2.89 -6.52 -0.059
C 3.02 3.34 -7.68 -0.201
C 3.96 3.96 -8.73 -0.235
O 3.19 4.34 -9.84 -0.198
C 4.01 4.80 -10.89 -0.122
H 3.08 0.88 -1.32 0.070
H 4.44 1.88 -1.84 0.071
H 4.34 0.15 -2.37 0.095
H 4.41 0.94 -4.64 0.127
H 4.57 2.62 -4.11 0.103
H 2.14 3.01 -5.12 0.117
H 2.45 1.45 -5.87 0.128
H 4.29 3.68 -6.15 0.077
H 2.30 4.17 -7.54 0.126
H 2.48 2.49 -8.09 0.122
H 4.71 3.22 -9.05 0.125
H 4.50 4.85 -8.38 0.119
H 4.64 3.98 -11.22 0.085
H 4.64 5.65 -10.56 0.090
H 3.35 5.15 -11.69 0.087
C -5.34 -4.65 3.25 -0.083
O -5.74 -3.69 4.23 -0.199
C -4.75 -2.66 4.39 -0.226
C -5.08 -1.79 5.55 -0.226
N -6.22 -0.95 5.34 -0.048
C -6.69 -0.25 6.53 -0.193
C -5.80 0.91 6.93 -0.239
O -4.75 0.40 7.72 -0.202
C -3.89 1.42 8.20 -0.106
H -5.28 -4.15 2.28 0.069
H -6.08 -5.46 3.24 0.095
H -4.32 -4.96 3.49 0.074
H -4.71 -2.12 3.45 0.105
H -3.80 -3.21 4.54 0.126
H -4.29 -1.09 5.82 0.097
H -5.17 -2.53 6.37 0.139
H -6.97 -1.55 5.05 0.107
H -6.80 -0.90 7.42 0.134
H -7.66 0.23 6.33 0.118
H -6.37 1.64 7.54 0.126
H -5.41 1.49 6.07 0.122
H -3.51 2.04 7.39 0.076
H -3.06 0.96 8.71 0.078
H -4.49 2.08 8.83 0.089